No. 1
10
Properties=species:S:1:pos:R:3:forces:R:3 method="wB97M-V/def2-TZVPD" lumo_ha=0.02315 smiles=CN.S
S -2.2687 0.5019 1.0198 1.47 1.86 -1.90
H -3.4687 0.3193 1.4762 -0.57 -1.15 1.14
C 0.9519 -0.3721 -1.0056 -1.33 -0.31 -0.04
N 0.6222 0.1204 0.3658 -1.61 -1.33 -1.71
H 0.6130 -1.4093 -1.0394 0.71 -0.12 -0.13
H 0.2800 0.1113 -1.7294 0.37 0.19 0.30
H 2.0057 -0.1922 -1.2797 -0.50 -0.35 0.17
H -0.7721 0.1207 0.9229 -0.02 -1.04 0.16
H 0.7602 1.0698 0.2941 0.43 2.79 0.52
H 1.2766 -0.2698 0.9753 1.05 -0.55 1.49

***

No. 2
65
Properties=species:S:1:pos:R:3:forces:R:3 method="wB97M-V/def2-TZVPD" lumo_ha=-0.01048 smiles="ClC(Cl)(Cl)Cl.CN(C)C=O.CN(C)C=O.CN(C)C=O.ClCCCl.ClCCCl.ClCCCl"
Cl -4.9413 -0.5472 2.1033 0.36 0.78 -0.51
C -4.8520 -0.2562 0.3053 1.14 1.05 0.97
C -5.7689 -1.2235 -0.2962 -0.18 -0.72 -0.72
Cl -7.4426 -0.6609 -0.1786 -0.43 0.10 -0.16
H -3.8140 -0.3108 -0.0230 0.10 -0.95 0.26
H -5.0440 0.7725 0.0004 -0.75 0.11 0.67
H -5.7375 -2.1547 0.2694 0.14 -0.08 -0.50
H -5.4876 -1.3409 -1.3427 -0.36 -0.29 -0.04
Cl -3.6429 5.7895 6.2387 0.65 1.51 -0.23
C -2.7119 7.4135 6.2520 0.47 -1.18 -0.11
C -3.5132 8.6498 5.9387 -0.19 -0.21 -0.20
Cl -4.7501 8.8512 7.1794 -0.31 0.45 0.36
H -1.8577 7.3178 5.5816 -0.33 -0.21 -0.42
H -2.2385 7.4252 7.2337 -0.51 0.30 0.12
H -4.0395 8.6818 4.9847 0.12 -0.64 -0.01
H -2.8550 9.5171 5.8875 0.11 -0.01 0.50
Cl -1.6993 1.1398 -6.6112 -0.31 0.07 0.42
C -3.4163 1.6304 -6.6408 -1.11 0.53 0.67
C -4.2696 1.1893 -5.4099 1.18 -1.54 -0.76
Cl -5.8263 1.9974 -5.2968 -0.12 0.49 -0.14
H -3.7927 1.2300 -7.5822 -0.26 0.18 0.26
H -3.5219 2.7147 -6.6047 0.59 0.04 -0.54
H -3.7115 1.3023 -4.4805 -0.09 0.22 -0.12
H -4.5152 0.1346 -5.5345 0.15 -0.02 0.24
C 0.0002 -6.1310 0.5373 0.14 -1.19 -0.27
O 0.5183 -7.1226 0.0099 -0.47 1.52 0.81
N 0.5957 -5.2038 1.3128 1.60 -0.99 -1.15
C -0.0733 -4.1467 1.9398 -1.36 0.73 -0.32
C 1.9528 -5.3449 1.7746 0.08 -1.09 -1.34
H -1.0817 -5.9326 0.4897 -0.09 0.00 -0.40
H -0.4876 -4.6344 2.8221 -0.32 1.37 0.67
H -0.8129 -3.6963 1.2778 -0.65 -0.48 0.16
H 0.5936 -3.2898 2.0353 0.22 -0.30 0.90
H 2.3211 -6.2415 1.2762 0.28 -0.06 0.21
H 2.5189 -4.5047 1.3725 0.30 0.11 0.66
H 1.9698 -5.5038 2.8528 0.27 0.41 0.04
C 7.9678 0.8656 1.8897 0.86 1.41 -0.82
O 8.2482 1.8420 1.1673 -1.02 -1.68 1.28
N 7.0350 0.8601 2.8758 0.81 -2.58 -0.21
C 6.8413 -0.2665 3.8320 0.41 0.78 -0.87
C 6.1012 1.8949 2.9186 -0.67 2.46 0.69
H 8.5214 -0.0774 1.7608 -0.06 -0.05 0.31
H 7.7575 -0.8453 3.9493 -0.09 -0.09 -0.39
H 6.0085 -0.8731 3.4762 0.04 -0.22 0.31
H 6.6441 0.1369 4.8252 -0.24 0.10 -0.11
H 6.6251 2.7288 3.3857 -0.37 0.60 0.04
H 5.7550 2.2582 1.9509 0.18 -0.32 -0.17
H 5.2294 1.6937 3.5412 0.13 -0.42 -0.06
C -0.9190 -3.0478 -4.1945 1.81 -0.57 -2.89
O -1.3900 -2.4164 -3.3239 -2.03 1.14 2.87
N 0.3711 -2.9188 -4.5743 1.78 0.53 -0.41
C 0.8849 -3.4089 -5.8400 -0.83 -1.16 -0.15
C 1.3596 -2.1717 -3.7854 -0.65 -0.58 1.01
H -1.4176 -3.7333 -4.8972 -0.56 -0.14 0.23
H 1.3315 -2.6462 -6.4780 0.32 0.08 0.42
H 0.0996 -3.8419 -6.4595 -0.53 0.26 0.15
H 1.5040 -4.2926 -5.6854 0.75 0.36 0.02
H 1.6420 -1.2026 -4.1969 0.10 -0.21 -0.29
H 0.9991 -1.9964 -2.7718 -0.62 0.22 -0.21
H 2.2024 -2.8230 -3.5539 0.42 0.10 -0.72
C 0.3806 3.3983 0.1001 0.39 -0.12 -0.30
Cl 1.9445 3.5392 -0.7995 -0.86 0.56 0.17
Cl -1.0522 3.7624 -0.9681 1.18 0.19 0.91
Cl 0.2978 1.7219 0.5633 -0.41 -0.72 0.20
Cl 0.4614 4.3491 1.6179 -0.31 0.08 -0.98

***

No. 3
44
Properties=species:S:1:pos:R:3:forces:R:3 method="wB97M-V/def2-TZVPD" lumo_ha=0.08393 total_charge=-1
N 2.5768 2.3734 -1.1178 -0.13 -0.01 -0.10
C 1.8093 1.1482 -1.4979 0.10 0.01 0.44
C 0.8821 0.6791 -0.3804 0.00 0.49 -0.51
C -0.0272 1.7910 0.0514 -0.01 -0.32 0.48
C -1.0194 2.2759 -1.0124 0.26 1.43 -0.26
O -1.0805 3.3145 -1.5807 0.11 -0.76 0.17
I -2.3479 0.6269 -1.8116 -0.34 -0.45 -0.13
H 3.5514 2.1303 -1.0062 0.06 0.01 0.07
H 2.5367 3.0542 -1.8645 0.02 0.02 -0.05
H 1.3122 1.3422 -2.4675 -0.07 0.18 0.00
H 2.5206 0.3539 -1.6887 0.00 -0.18 -0.30
H 0.2921 -0.1620 -0.7607 0.13 -0.26 0.30
H 0.5518 2.6961 0.2475 0.04 0.02 0.07
H -0.6183 1.5497 0.9402 -0.11 -0.11 -0.10
C 3.7326 -1.8461 1.9073 -0.01 0.13 0.01
C 4.2562 -0.4880 1.4769 -0.11 0.10 0.14
O 4.4106 -0.6607 0.0626 0.10 -0.03 -0.02
C 3.5547 -1.6305 -0.3366 -0.39 0.27 0.11
O 3.2649 -1.8552 -1.4659 0.25 -0.28 -0.18
O 3.0649 -2.2986 0.7279 0.14 -0.21 0.02
H 3.0295 -1.7902 2.7282 -0.07 -0.04 -0.05
H 4.5323 -2.5488 2.1555 0.01 0.01 -0.02
H 3.5260 0.3053 1.6423 -0.08 -0.04 -0.03
H 5.2090 -0.2231 1.9280 0.08 -0.04 -0.12
C 0.0273 -2.2087 5.0332 -0.06 0.05 0.03
C -0.2426 -0.7773 5.4662 -0.05 -0.04 -0.07
O 1.0704 -0.3164 5.8114 -0.04 0.03 0.10
C 1.9747 -1.0585 5.1363 -0.26 0.11 -0.25
O 3.1263 -0.7984 5.0240 0.27 0.01 0.17
O 1.3767 -2.1275 4.5670 0.00 -0.16 0.05
H -0.6166 -2.5568 4.2315 0.07 0.04 -0.09
H -0.0113 -2.9099 5.8689 0.00 0.00 0.01
H -0.6241 -0.1616 4.6513 0.01 -0.02 -0.03
H -0.8985 -0.6949 6.3279 0.08 0.02 0.07
C -4.6097 0.3535 -5.3902 0.00 0.07 -0.01
C -5.3479 1.1590 -4.3384 0.13 -0.03 -0.08
O -6.6828 0.6312 -4.4393 0.01 0.11 0.08
C -6.6197 -0.6046 -4.9752 0.17 0.11 0.02
O -7.5338 -1.3608 -5.0450 -0.16 -0.12 -0.02
O -5.3741 -0.8615 -5.4277 0.06 -0.02 -0.07
H -3.5789 0.1387 -5.1241 -0.03 -0.09 0.07
H -4.6512 0.8144 -6.3791 0.00 0.01 0.00
H -4.9459 0.9750 -3.3452 -0.08 -0.02 0.11
H -5.3587 2.2277 -4.5303 -0.11 0.00 -0.04

***

Frontier orbital gap for the records above, in order: 0.3218; 0.3357; 0.1694 hartree
Max |F| for the records above, in order: 3.04; 3.70; 1.48 eV/A